Formula: C42H40O5P2PbS5
Source: the Open Molecules 2025 dataset
Level of theory: ωB97M-V/def2-TZVPD

As for the HOMO energy: -7.75 eV. The calculation puts the LUMO energy at -0.15 eV. As for the max |F|: 0.0358 hartree/bohr. Its spin multiplicity is 1. The orbital gap comes out at 0.279 Eh. Its charge is 0.

Positions of all 95 atoms, in Å:
Pb  1.002554  -0.129635  2.071672
O  0.961403  -1.375842  -2.992590
S  0.012623  -0.598491  -2.158218
C  -1.609145  -1.006771  -2.863220
C  -1.713091  -1.317727  -4.213024
C  -2.949421  -1.622967  -4.747738
C  -4.073693  -1.637392  -3.933527
C  -3.963381  -1.385794  -2.579818
C  -2.721986  -1.077582  -2.020206
P  -2.536983  -0.801521  -0.207663
C  -3.697388  0.626086  -0.109429
C  -3.389193  1.683224  -0.972642
C  -4.072197  2.883655  -0.897244
C  -5.067785  3.059806  0.052886
C  -5.393150  2.015643  0.901160
C  -4.711241  0.808701  0.824756
C  -3.441836  -2.296105  0.367847
C  -4.103435  -2.366263  1.592850
C  -4.678115  -3.552510  2.020939
C  -4.547085  -4.707943  1.268679
C  -3.823707  -4.672332  0.086336
C  -3.279391  -3.478701  -0.358745
C  0.082087  1.121751  -2.752982
C  -0.458101  1.538442  -3.965386
C  -0.225481  2.821784  -4.421540
C  0.568330  3.688069  -3.684473
C  1.088884  3.285593  -2.471057
C  0.841042  2.006075  -1.969476
P  1.612832  1.540963  -0.315408
C  3.323494  1.571960  -0.983659
C  4.359220  2.377296  -0.524230
C  5.638613  2.218756  -1.034358
C  5.910913  1.230726  -1.964114
C  4.889799  0.401300  -2.400913
C  3.600653  0.581806  -1.928774
C  1.013506  3.060392  0.530880
C  -0.367275  3.022337  0.745138
C  -1.003136  3.978416  1.516278
C  -0.259048  4.997784  2.093088
C  1.105847  5.057831  1.866165
C  1.745156  4.097443  1.093457
H  -0.815373  -1.331052  -4.816842
H  -3.038654  -1.844940  -5.802048
H  -5.039999  -1.865764  -4.362445
H  -4.840176  -1.439189  -1.947194
H  -2.612285  1.562864  -1.719666
H  -3.817935  3.690101  -1.571907
H  -5.588888  4.004147  0.130538
H  -6.174918  2.136334  1.639411
H  -5.004491  0.013640  1.490025
H  -4.165173  -1.503369  2.239272
H  -5.219612  -3.569355  2.957881
H  -4.996816  -5.633292  1.601743
H  -3.697230  -5.573558  -0.499609
H  -2.711345  -3.471148  -1.279665
H  -1.063640  0.873303  -4.563185
H  -0.652587  3.143746  -5.362194
H  0.783398  4.677497  -4.065819
H  1.718490  3.955987  -1.898424
H  4.203795  3.076992  0.278778
H  6.435945  2.846407  -0.661016
H  6.920629  1.088073  -2.325829
H  5.097783  -0.399969  -3.098296
H  2.818036  -0.071150  -2.289328
H  -0.952054  2.226762  0.295321
H  -2.070722  3.912557  1.684897
H  -0.740554  5.733352  2.723555
H  1.695898  5.844660  2.315821
H  2.813774  4.152593  0.987958
C  1.405045  -3.362594  0.420101
C  0.796576  -3.987015  1.663978
S  -0.105079  -2.817491  2.740603
C  0.649320  -3.123465  4.376821
C  2.138619  -2.942441  4.462465
S  2.752830  -1.181993  4.059775
C  4.110690  -1.713139  2.963451
C  3.778834  -2.563693  1.754094
S  2.493082  -1.892691  0.610727
H  1.988638  -4.116125  -0.110159
H  0.624801  -2.999718  -0.250719
H  0.067475  -4.733503  1.345834
H  1.545914  -4.470135  2.287346
H  0.140087  -2.395276  5.009944
H  0.341335  -4.126204  4.678713
H  2.432315  -3.076501  5.504486
H  2.676488  -3.679283  3.871002
H  4.573980  -0.776518  2.650426
H  4.822942  -2.258534  3.586026
H  4.683914  -2.636491  1.149408
H  3.453154  -3.569597  2.013358
O  5.182453  1.119077  1.968345
S  3.996025  1.744912  2.532184
O  4.009814  3.184517  2.496314
O  2.770110  1.255523  1.679385
O  3.713647  1.233887  3.892663

Atomic forces in eV per Å
0.1405 1.4984 0.0240
0.5093 -0.2677 -0.0886
-0.7336 0.2885 -0.8403
-0.3049 -0.1127 0.7296
0.1548 -0.1341 -0.0112
0.1507 0.0326 -0.0513
-0.2101 -0.0277 0.0197
0.0702 0.0677 -0.0807
0.4862 0.0536 -0.2033
-0.4239 0.0379 -0.0652
0.1582 0.0799 0.1512
-0.0537 -0.0381 0.0346
0.0409 0.0590 0.0051
-0.0799 0.0098 0.0226
0.0041 0.0388 0.0143
-0.0223 -0.0438 -0.0704
0.2389 0.0013 0.0983
0.0286 0.0376 -0.0250
-0.0033 -0.0399 0.1056
-0.0485 -0.0424 -0.0128
-0.0374 -0.0012 0.0039
0.0419 -0.0393 0.0430
0.3431 0.2386 0.7369
-0.1144 -0.0598 -0.1672
-0.0434 -0.0907 -0.0780
0.0762 0.1085 0.0543
-0.0170 -0.0944 -0.0064
-0.2206 -0.5120 -0.0823
0.0949 0.7401 -1.0851
0.0092 -0.0635 0.2489
-0.1032 -0.0483 -0.2080
0.0568 0.0595 -0.0555
0.0510 0.0398 0.0424
-0.0424 -0.0484 -0.0443
0.0050 0.0448 0.0256
-0.0318 -0.2369 0.1581
0.0271 -0.0342 -0.0500
-0.0785 -0.0049 0.0603
0.0064 0.0181 -0.0167
-0.0156 0.0571 -0.0205
-0.0249 0.0478 -0.1622
0.0271 -0.0278 -0.0237
-0.0073 -0.0321 -0.0359
-0.0438 -0.0169 0.0163
-0.0112 0.0203 0.0343
0.0478 0.0497 0.0012
0.0308 0.0058 -0.0240
-0.0185 0.0242 -0.0272
-0.0289 0.0099 -0.0034
0.0034 0.0000 0.0219
0.0252 0.0061 0.0068
0.0075 -0.0309 0.0163
-0.0075 -0.0157 0.0357
0.0239 0.0002 -0.0111
-0.0563 -0.0130 -0.0609
0.0241 0.0628 0.0294
-0.0022 -0.0256 -0.0180
-0.0126 0.0431 0.0295
-0.0545 0.0494 0.0028
0.0371 0.0940 -0.0694
0.0124 0.0103 0.0423
0.0256 0.0100 -0.0243
-0.0299 0.0180 -0.0676
-0.0686 -0.0843 -0.0467
-0.0818 -0.0780 0.0122
-0.0372 0.0046 -0.0424
-0.0117 0.0370 -0.0040
0.0279 0.0120 0.0173
-0.0579 0.0055 0.0004
0.2118 0.4624 -0.0425
-0.2583 0.2117 0.2932
-0.0245 -0.5518 -0.0396
-0.4311 0.1191 -0.4564
0.4164 1.0492 0.1820
-0.1248 -1.7224 0.0376
-0.0271 0.4426 0.1799
-0.2661 0.1334 -0.3277
0.2178 -0.7170 0.2018
-0.0616 0.0221 -0.0951
-0.0040 -0.0660 -0.0851
0.1477 -0.1063 -0.0038
-0.0050 -0.1159 -0.0839
-0.0479 -0.0998 0.1096
0.0790 0.0634 0.1592
0.0375 -0.1429 -0.0137
0.0331 0.0903 -0.0146
0.1750 0.0817 0.0086
0.0349 0.0448 -0.0388
-0.0115 -0.0691 0.0387
0.0797 0.0048 -0.0213
-0.0265 -0.1950 -0.2732
0.0847 -0.6902 1.7058
0.0992 0.5587 -0.2383
-0.0362 -0.4346 0.2752
-0.1393 -0.1315 -0.4185